[1]
A structure of composition C6H10N2O5S2 in a non-equilibrium geometry. Source: OMol25; level of theory: wB97M-V/def2-TZVPD.

ORCA input file:
```
! wB97M-V def2-TZVPD RIJCOSX def2/J DEFGRID3
* xyz 0 1
S -2.92174 0.35204 -0.12417
S -1.14676 -1.70411 -0.65177
O -1.18680 -1.58889 0.80013
O -3.81325 1.36532 -0.64073
O -1.59139 1.08768 0.31025
O 1.47390 0.95370 -0.99334
O -1.28586 -3.02476 -1.09565
N 0.37025 -1.08948 -1.02632
N -0.85914 2.15575 -1.72050
C -3.68200 -0.24299 1.44852
C 3.21179 -0.39505 0.08192
C 2.70818 0.26538 -1.20296
C -2.29301 -0.60903 -1.38495
C 0.36830 0.19568 -1.00245
C -0.78869 1.22161 -0.91346
H 3.94036 -1.11480 -0.16722
H -2.81906 -0.78587 1.81012
H 3.50834 0.34879 0.78357
H -1.68994 2.83443 -1.55341
H -3.81266 0.65484 1.93399
H 2.50714 -1.08185 0.50733
H 3.36680 1.14048 -1.42150
H -4.63801 -0.70404 1.29904
H -3.01495 -1.15977 -1.91546
H 2.59839 -0.32523 -2.07653
*
```

**E**: -41267.003 eV
**Highest occupied orbital energy**: -9.58 eV
**Relative energy (zero: lowest compared OMol25 entry of this formula, charge and spin)**: 0.0 kcal per mole
**LUMO level**: 0.196 eV

[2]
A cluster of 2 separate species, C4H10O in total in a non-equilibrium geometry. Source: OMol25; level of theory: wB97M-V/def2-TZVPD.

ORCA input file:
```
! wB97M-V def2-TZVPD RIJCOSX def2/J DEFGRID3
* xyz 0 1
O 0.48652 -1.42405 -2.61304
C -1.06900 0.47388 1.10543
C -1.22347 0.61362 -0.44992
C 0.33957 0.67991 1.51492
C 1.40992 -0.06176 1.31961
H 1.41623 -1.01052 0.78132
H -1.34368 -0.54052 1.41976
H -0.48024 1.37161 -0.72248
H 0.40725 1.67575 1.97608
H -2.17945 1.08438 -0.64005
H 2.42803 0.13388 1.63051
H -0.90955 -0.25194 -1.03362
H 0.64573 -0.47010 -2.62062
H -1.91042 1.05643 1.48383
H 1.28114 -1.78136 -2.19636
*
```

**E**: -6356.283 eV
**Highest occupied orbital energy**: -9.70 eV
**Relative energy (zero: lowest compared OMol25 entry of this formula, charge and spin)**: 35.1 kcal per mole
**LUMO level**: 0.881 eV
**Structure (SMILES)**: C=CCC.O

[3]
A structure of composition C3H6LiO4 in a non-equilibrium geometry. Source: OMol25; level of theory: wB97M-V/def2-TZVPD.

ORCA input file:
```
! wB97M-V def2-TZVPD RIJCOSX def2/J DEFGRID3
* xyz -1 1
O -0.31499 0.20305 -2.04801
O -0.79891 -0.52676 0.07755
O -2.20145 0.87629 -0.95782
O -0.14690 1.65666 -0.29986
C 0.52477 -1.10532 0.27329
C -0.97816 0.54091 -0.83422
C 0.95766 -1.07686 1.72311
Li 0.51842 0.97418 1.35636
H 1.19775 -0.52823 -0.39435
H -0.73054 0.75325 -2.71788
H 2.05358 -1.02739 1.84330
H 0.44804 -2.13581 -0.10966
H -0.68800 2.44515 -0.39567
H 0.15872 -1.04912 2.48388
*
```

**E**: -11603.077 eV
**Highest occupied orbital energy**: -2.18 eV
**Relative energy (zero: lowest compared OMol25 entry of this formula, charge and spin)**: 5.9 kcal per mole
**LUMO level**: 2.673 eV

[4]
An isolated molecule of C9H11ClN2O3 in a non-equilibrium geometry. Source: OMol25; level of theory: wB97M-V/def2-TZVPD.

ORCA input file:
```
! wB97M-V def2-TZVPD RIJCOSX def2/J DEFGRID3
* xyz 0 1
Cl 0.09947 3.86174 -0.48562
O -1.83226 1.65719 0.51812
O 0.71665 -1.88274 -0.67950
O 3.64735 1.65230 -1.95376
N 1.61015 0.19740 -1.14308
N -0.33640 -0.06799 0.09093
C 1.39144 1.59914 -1.10475
C 2.45615 2.46281 -1.92430
C -0.73645 1.28099 0.15132
C 0.24906 2.12002 -0.53479
C -0.57240 -1.33758 2.26495
C -0.48210 -2.35444 -0.06622
C 0.71017 -0.52172 -0.60924
C -2.56176 -1.04630 0.80774
C -0.99545 -1.18066 0.82103
H 2.53574 3.48795 -1.45214
H -2.83910 -0.47001 1.66487
H -0.92853 -2.28723 2.76152
H 0.54393 -1.50599 2.19887
H -0.42825 -3.20048 0.63751
H -3.04218 -2.00997 0.79163
H -0.69201 -0.52433 3.00750
H -2.81109 -0.61951 -0.07770
H 3.29327 0.77448 -1.77621
H 2.20360 2.55693 -3.04142
H -1.19899 -2.64204 -0.86726
*
```

**E**: -31155.838 eV
**Highest occupied orbital energy**: -9.12 eV
**Relative energy (zero: lowest compared OMol25 entry of this formula, charge and spin)**: 15.5 kcal per mole
**LUMO level**: 0.360 eV
**Structure (SMILES)**: CC1(C)COc2nc(CO)c(Cl)c(=O)n21

[5]
A structure of composition C12H17FN2O2S in a non-equilibrium geometry. Source: OMol25; level of theory: wB97M-V/def2-TZVPD.

ORCA input file:
```
! wB97M-V def2-TZVPD RIJCOSX def2/J DEFGRID3
* xyz 0 1
S 2.92999 0.25947 0.27412
F -1.45955 1.61486 -1.44927
O 3.52263 1.28771 -0.17702
O 3.56598 -0.39898 1.47156
N 2.30548 -0.66712 -0.77450
N -0.39136 -0.78731 -0.59468
C 1.67775 1.26977 1.29090
C 1.71728 -0.20242 -1.84288
C 0.32617 -1.73066 0.26881
C -2.30839 -1.16272 0.97201
C -3.45146 -0.79530 1.39473
C -1.50751 -0.62076 -0.20515
C 0.13415 -0.72409 -1.67759
C 1.82567 -1.92854 -0.23769
C -4.09877 0.49963 0.95497
C -2.08497 0.83322 -0.53880
C 1.12979 2.52187 0.64524
C -3.33390 1.20518 -0.26964
H -0.44501 0.03643 -2.69277
H -3.81557 2.23562 -0.40955
H 0.32237 -1.75868 1.38964
H 2.10019 -2.75761 -0.92020
H -1.79116 -1.92504 1.23644
H 0.78297 0.52303 1.39628
H 0.11293 -1.80967 -2.19971
H -0.04665 -2.80830 0.00082
H 1.98509 3.12547 0.26807
H 1.68963 1.02557 -1.84778
H 2.46958 -2.20427 0.59642
H 0.47454 2.14590 -0.34323
H -5.02537 0.89717 1.08650
H 0.43475 3.08174 1.21184
H -4.04920 -1.14160 2.21677
H 2.11887 1.60554 2.23489
H 2.18304 -0.74513 -2.72952
*
```

**E**: -33334.451 eV
**Highest occupied orbital energy**: -7.50 eV
**Relative energy (zero: lowest compared OMol25 entry of this formula, charge and spin)**: 304.4 kcal per mole
**LUMO level**: 0.144 eV

[6]
A structure of composition C17H33Br2CdF3N3O6P2 in a non-equilibrium geometry. Source: OMol25; level of theory: wB97M-V/def2-TZVPD.

ORCA input file:
```
! wB97M-V def2-TZVPD RIJCOSX def2/J DEFGRID3
* xyz 1 1
Cd 4.66023 3.92305 -0.07393
Br -3.45484 -3.33365 3.10923
Br -6.51836 -1.10933 0.49025
P -1.75106 0.76736 -0.32744
P -3.06342 2.26604 -1.86401
F -5.99813 -3.32620 1.79614
F -4.71648 -3.11562 0.07475
F -4.66471 -0.94510 2.84884
O -0.44754 1.61077 -1.16797
O -2.51805 3.76115 -1.73788
O -3.94449 -0.56430 -2.44062
O -0.67369 0.21421 0.79455
O 5.01629 -2.55187 0.19833
O 1.18542 1.24794 1.44788
N -2.65217 1.83051 -3.40529
N 4.90736 0.99280 1.34299
N 0.78164 -1.71862 1.84822
C 0.71499 0.32118 0.49210
C -2.89477 2.93916 1.27027
C -5.25298 -2.45401 1.10799
C -1.82620 2.42312 0.68109
C 1.27055 -1.08615 0.61185
C -3.22146 0.01355 0.52822
C 3.60957 1.46103 0.90178
C 5.07903 -1.13092 -0.03370
C -4.13414 -1.85926 2.00009
C 0.78928 0.98653 -0.91694
C -2.86648 -1.34205 -1.96067
C -1.57392 -0.60110 -1.63088
C 2.52121 1.12806 1.91984
C -2.90780 -1.29568 1.28142
C 6.30946 -0.84996 -0.87333
C 5.11665 -0.44889 1.33492
C -3.26499 -1.40526 -3.38625
H 2.60435 1.85728 2.72508
H 1.00503 -1.69101 -0.25562
H 3.67489 2.56382 0.84453
H 5.65715 1.46602 0.85297
H 6.28597 -1.51743 -1.73551
H 4.19593 -0.86498 -0.62456
H -3.10483 -2.21811 -1.37572
H -0.88191 2.95364 0.70216
H -2.21073 -1.08997 2.08938
H -2.65109 -0.85800 -4.08787
H -3.89251 2.98556 0.83507
H 4.15543 -2.86830 -0.08451
H -1.23613 -0.22708 -2.59278
H 6.31804 0.16362 -1.27764
H 1.48839 -2.36104 2.19031
H 1.15903 0.32202 -1.70753
H 3.38716 1.12844 -0.12335
H 2.36408 -1.05385 0.64869
H -2.77979 3.37166 2.26101
H 7.22833 -1.06758 -0.33035
H -3.81462 -2.29742 -3.65174
H 6.11894 -0.62191 1.73302
H -3.44912 1.67351 -4.01778
H -0.90047 -1.38612 -1.28801
H 2.72152 0.16924 2.40248
H -3.58750 0.67051 1.31475
H 1.51632 1.79840 -0.88897
H 4.44528 -0.95506 2.02916
H -4.07844 -0.08357 -0.13432
H -2.00072 2.46720 -3.85701
H 0.71698 -1.01167 2.57476
H -1.62939 3.89889 -2.10515
H -2.44156 -2.06521 0.67319
*
```

**E**: -206286.383 eV
**Highest occupied orbital energy**: -10.03 eV
**LUMO level**: -6.126 eV